No. 1
The following is a DFT calculation (wB97M-V/def2-TZVPD) of 7 unconnected molecules or ions with the total composition C5H22N2O7 in a non-equilibrium geometry.

The electronic energy comes out at -22851.0379 eV. For the LUMO energy, the calculation gives 0.00253 Eh. Its gap between HOMO and LUMO is 0.330 Eh. Its net charge is 0.

Each atom is followed by the atoms it is bonded to, with distances in Å.
Geometry (Å):
1 N 1.058 -2.777 0.663  C2 1.410, H9 0.966, H10 1.034
2 C 0.028 -2.068 1.315  N1 1.410, C3 1.305, H11 1.239
3 C -0.011 -1.290 2.363  C2 1.305, C4 1.500, H12 1.140
4 C -1.224 -0.429 2.562  C3 1.500, C5 1.471, H13 1.074, H14 1.128
5 C -1.975 0.161 1.443  C4 1.471, N6 1.429, C7 1.618, H15 1.131
6 N -2.621 1.416 1.671  C5 1.429, H16 0.984, H17 0.999
7 C -3.205 -0.883 1.325  C5 1.618, O8 1.250, H18 1.027
8 O -4.329 -0.455 0.984  C7 1.250
9 H 0.987 -3.487 0.012  N1 0.966
10 H 1.885 -3.091 1.198  N1 1.034
11 H -0.992 -2.205 0.624  C2 1.239
12 H 0.651 -1.227 3.289  C3 1.140
13 H -1.837 -0.905 3.304  C4 1.074
14 H -1.008 0.497 3.168  C4 1.128
15 H -1.383 0.314 0.492  C5 1.131
16 H -2.179 1.867 2.426  N6 0.984
17 H -3.586 1.364 1.924  N6 0.999
18 H -2.919 -1.825 1.620  C7 1.027
19 O 2.304 3.472 -0.055  H20 0.997, H21 0.947
20 H 3.270 3.521 0.187  O19 0.997
21 H 1.967 3.595 -0.931  O19 0.947
22 O 2.645 1.132 -1.306  H23 1.026, H24 0.951
23 H 2.140 0.674 -2.071  O22 1.026
24 H 2.099 1.500 -0.620  O22 0.951
25 O -1.619 2.402 -1.281  H26 0.997, H27 1.032
26 H -1.025 3.053 -0.817  O25 0.997
27 H -2.210 2.134 -0.479  O25 1.032
28 O -1.446 1.127 -4.200  H29 0.846, H30 0.962
29 H -1.173 0.593 -3.604  O28 0.846
30 H -1.626 1.912 -3.674  O28 0.962
31 O 3.525 -1.356 -0.638  H32 0.945, H33 1.008
32 H 2.738 -1.717 -0.259  O31 0.945
33 H 3.370 -0.371 -0.783  O31 1.008
34 O 2.420 -2.555 -3.229  H35 1.008, H36 0.988
35 H 3.138 -2.134 -2.660  O34 1.008
36 H 2.144 -1.957 -3.965  O34 0.988

Atom charges from the Löwdin analysis, given in e for atoms 1 to 4: 0.04 -0.21 -0.12 -0.24

***

No. 2
The following is a DFT calculation (wB97M-V/def2-TZVPD) of 6 unconnected molecules or ions with the total composition C5H22O6.

The electronic energy comes out at -17827.2826 eV. For the LUMO energy, the calculation gives 0.00719 Eh. Its gap between HOMO and LUMO is 0.385 Eh. Its net charge is 0.

Each atom is followed by the atoms it is bonded to, with distances in Å.
Geometry (Å):
1 C 0.899 1.976 0.986  C2 1.527, H7 1.092, H8 1.097, H9 1.097
2 C 1.385 0.877 0.044  C1 1.527, C3 1.525, H10 1.091, H11 1.092
3 C 0.273 0.298 -0.826  C2 1.525, C4 1.536, H12 1.090, H13 1.095
4 C -0.641 -0.688 -0.082  C3 1.536, C5 1.533, H14 1.090, H15 1.100
5 C -0.056 -2.102 0.000  C4 1.533, O6 1.425, H16 1.091, H17 1.091
6 O 0.059 -2.697 -1.290  C5 1.425, H18 0.962
7 H 1.702 2.368 1.614  C1 1.092
8 H 0.077 1.645 1.632  C1 1.097
9 H 0.503 2.819 0.406  C1 1.097
10 H 1.831 0.070 0.626  C2 1.091
11 H 2.215 1.262 -0.551  C2 1.092
12 H 0.691 -0.206 -1.698  C3 1.090
13 H -0.343 1.101 -1.243  C3 1.095
14 H -1.601 -0.790 -0.587  C4 1.090
15 H -0.847 -0.340 0.940  C4 1.100
16 H -0.726 -2.763 0.551  C5 1.091
17 H 0.900 -2.113 0.528  C5 1.091
18 H 0.804 -2.321 -1.770  O6 0.962
19 O 1.305 -0.929 3.012  H20 0.964, H21 0.966
20 H 1.307 -0.510 3.880  O19 0.964
21 H 0.758 -0.374 2.442  O19 0.966
22 O -1.084 -0.957 -3.455  H23 0.967, H24 0.965
23 H -1.795 -0.413 -3.089  O22 0.967
24 H -1.031 -1.715 -2.860  O22 0.965
25 O -2.772 2.312 0.012  H26 0.964, H27 0.967
26 H -3.327 1.962 0.718  O25 0.964
27 H -1.866 2.101 0.280  O25 0.967
28 O -3.177 0.686 -2.271  H29 0.961, H30 0.978
29 H -3.740 1.166 -2.883  O28 0.961
30 H -3.031 1.286 -1.513  O28 0.978
31 O 3.933 -0.675 2.002  H32 0.962, H33 0.977
32 H 4.362 -1.532 2.082  O31 0.962
33 H 3.033 -0.803 2.362  O31 0.977

Atom charges from the Löwdin analysis, given in e for atoms 1 to 4: -0.11 -0.25 -0.21 -0.19

***

No. 3
The following is a DFT calculation (wB97M-V/def2-TZVPD) of 6 unconnected molecules or ions with the total composition C5H23NO7 in a non-equilibrium geometry.

The electronic energy comes out at -21379.7185 eV. For the LUMO energy, the calculation gives 0.00038 Eh. Its gap between HOMO and LUMO is 0.351 Eh. Its net charge is 0.

Each atom is followed by the atoms it is bonded to, with distances in Å.
Geometry (Å):
1 C -1.028 -0.343 2.945  C2 1.531, H9 1.091, H10 1.103, H11 1.089
2 C -1.767 0.787 2.224  C1 1.531, N3 1.485, H12 1.089, H13 1.090
3 N -2.034 0.383 0.820  C2 1.485, C4 1.491, H14 1.016
4 C -0.955 0.429 -0.208  N3 1.491, C5 1.557, C7 1.535, H15 1.105
5 C -0.204 1.791 -0.175  C4 1.557, O6 1.419, H16 1.069, H17 1.094
6 O 0.841 1.893 -1.129  C5 1.419, H18 0.964
7 C -1.633 0.182 -1.563  C4 1.535, O8 1.431, H19 1.094, H20 1.090
8 O -0.711 -0.399 -2.491  C7 1.431, H21 0.952
9 H -1.667 -1.142 3.323  C1 1.091
10 H -0.244 -0.007 3.644  C1 1.103
11 H -0.297 -0.706 2.224  C1 1.089
12 H -2.698 1.109 2.687  C2 1.089
13 H -1.053 1.610 2.268  C2 1.090
14 H -2.780 0.990 0.492  N3 1.016
15 H -0.260 -0.393 0.044  C4 1.105
16 H 0.199 1.997 0.794  C5 1.069
17 H -0.972 2.545 -0.372  C5 1.094
18 H 0.486 1.540 -1.952  O6 0.964
19 H -2.399 -0.571 -1.352  C7 1.094
20 H -1.986 1.080 -2.070  C7 1.090
21 H -0.306 -1.174 -2.115  O8 0.952
22 O -2.088 -2.656 0.142  H23 0.977, H24 0.974
23 H -2.131 -1.707 0.369  O22 0.977
24 H -1.125 -2.796 0.146  O22 0.974
25 O 2.183 2.200 1.558  H26 0.957, H27 0.952
26 H 2.945 2.700 1.264  O25 0.957
27 H 2.271 1.381 1.081  O25 0.952
28 O 1.850 0.011 -3.876  H29 0.963, H30 0.955
29 H 2.176 -0.054 -2.973  O28 0.963
30 H 1.055 -0.505 -3.992  O28 0.955
31 O 2.943 0.019 -0.708  H32 0.982, H33 0.956
32 H 2.075 0.439 -0.892  O31 0.982
33 H 3.077 -0.694 -0.085  O31 0.956
34 O 2.031 -2.889 0.026  H35 0.957, H36 0.956
35 H 1.581 -3.639 0.415  O34 0.957
36 H 2.626 -3.411 -0.510  O34 0.956

Atom charges from the Löwdin analysis, given in e for atoms 1 to 4: -0.08 -0.24 -0.06 -0.31

***

No. 4
The following is a DFT calculation (wB97M-V/def2-TZVPD) of 7 unconnected molecules or ions with the total composition C5H23NO7S in a non-equilibrium geometry.

The electronic energy comes out at -32215.4070 eV. For the LUMO energy, the calculation gives 0.00279 Eh. Its gap between HOMO and LUMO is 0.361 Eh. Its net charge is 0.

Each atom is followed by the atoms it is bonded to, with distances in Å.
Geometry (Å):
1 C 2.831 -2.044 0.845  C2 1.530, H9 1.088, H10 1.086, H11 1.094
2 C 1.596 -1.331 0.289  C1 1.530, O3 1.232, N4 1.371
3 O 0.480 -1.350 0.810  C2 1.232
4 N 1.751 -0.913 -1.007  C2 1.371, C5 1.454, H12 1.006
5 C 0.587 -0.461 -1.753  N4 1.454, C6 1.566, C7 1.506, H13 1.111
6 C 0.209 -1.414 -2.936  C5 1.566, H14 1.069, H15 1.086, H16 1.069
7 C 0.686 0.996 -2.119  C5 1.506, S8 1.803, H17 1.113, H18 1.112
8 S -0.808 1.869 -1.614  C7 1.803, H19 1.343
9 H 3.571 -2.115 0.051  C1 1.088
10 H 2.763 -3.048 1.253  C1 1.086
11 H 3.106 -1.458 1.727  C1 1.094
12 H 2.672 -1.012 -1.398  N4 1.006
13 H -0.204 -0.698 -1.010  C5 1.111
14 H -0.721 -1.917 -2.781  C6 1.069
15 H 0.919 -2.234 -2.990  C6 1.086
16 H 0.095 -0.996 -3.914  C6 1.069
17 H 1.644 1.506 -1.871  C7 1.113
18 H 0.777 1.143 -3.218  C7 1.112
19 H -0.890 2.509 -2.792  S8 1.343
20 O 0.017 -3.710 2.198  H21 0.957, H22 0.970
21 H -0.909 -3.496 2.312  O20 0.957
22 H 0.513 -2.925 1.922  O20 0.970
23 O -2.145 3.454 1.614  H24 0.960, H25 0.964
24 H -1.713 3.318 0.767  O23 0.960
25 H -1.496 3.267 2.301  O23 0.964
26 O 0.192 1.585 2.222  H27 0.970, H28 0.963
27 H 1.134 1.526 2.002  O26 0.970
28 H -0.151 0.684 2.213  O26 0.963
29 O 0.763 4.439 0.379  H30 0.969, H31 0.968
30 H 0.605 3.593 0.824  O29 0.969
31 H -0.159 4.597 0.132  O29 0.968
32 O -2.841 0.724 1.852  H33 0.981, H34 0.972
33 H -2.352 1.496 1.493  O32 0.981
34 H -2.110 0.105 1.693  O32 0.972
35 O -3.530 -1.771 0.456  H36 0.962, H37 0.962
36 H -3.436 -2.723 0.359  O35 0.962
37 H -3.443 -1.193 -0.308  O35 0.962

Atom charges from the Löwdin analysis, given in e for atoms 1 to 4: 0.02 -0.47 0.00 0.07

***

No. 5
The following is a DFT calculation (wB97M-V/def2-TZVPD) of 7 unconnected molecules or ions with the total composition C5H23NO8 in a non-equilibrium geometry.

The electronic energy comes out at -23427.2483 eV. For the LUMO energy, the calculation gives 0.00949 Eh. Its gap between HOMO and LUMO is 0.348 Eh. Its net charge is 0.

Each atom is followed by the atoms it is bonded to, with distances in Å.
Geometry (Å):
1 C 0.966 2.113 -0.229  N2 1.462, H9 1.098, H10 1.104, H11 1.096
2 N 0.245 1.193 -1.106  C1 1.462, C3 1.451, H12 0.998
3 C -0.770 0.346 -0.508  N2 1.451, C4 1.547, C6 1.529, H13 1.097
4 C -1.982 1.149 0.020  C3 1.547, O5 1.211, H14 1.108
5 O -2.222 2.232 -0.465  C4 1.211
6 C -1.404 -0.593 -1.535  C3 1.529, C7 1.554, H15 1.075, H16 1.074
7 C -0.467 -1.741 -2.003  C6 1.554, O8 1.445, H17 1.083, H18 1.094
8 O -0.476 -2.700 -0.923  C7 1.445, H19 0.961
9 H 0.517 3.100 -0.056  C1 1.098
10 H 1.187 1.708 0.774  C1 1.104
11 H 1.927 2.292 -0.723  C1 1.096
12 H -0.197 1.668 -1.864  N2 0.998
13 H -0.230 -0.143 0.312  C3 1.097
14 H -2.538 0.728 0.881  C4 1.108
15 H -2.234 -1.074 -1.050  C6 1.075
16 H -1.581 -0.090 -2.467  C6 1.074
17 H 0.535 -1.329 -2.019  C7 1.083
18 H -0.888 -2.158 -2.923  C7 1.094
19 H 0.022 -3.511 -1.053  O8 0.961
20 O -0.323 3.042 -3.962  H21 0.966, H22 1.027
21 H -0.557 2.808 -3.054  O20 0.966
22 H 0.596 3.441 -3.733  O20 1.027
23 O 0.966 0.194 3.426  H24 0.962, H25 0.898
24 H 0.062 -0.045 3.653  O23 0.962
25 H 1.390 0.367 4.199  O23 0.898
26 O 2.536 -0.923 1.477  H27 0.960, H28 0.978
27 H 2.906 -1.102 2.345  O26 0.960
28 H 1.910 -0.195 1.662  O26 0.978
29 O 3.121 -0.069 -1.163  H30 0.941, H31 0.951
30 H 2.277 0.258 -0.903  O29 0.941
31 H 3.497 -0.447 -0.376  O29 0.951
32 O -0.350 -2.508 1.838  H33 1.015, H34 0.983
33 H -0.847 -2.634 0.962  O32 1.015
34 H 0.602 -2.650 1.634  O32 0.983
35 O -1.492 -0.835 3.626  H36 1.014, H37 0.951
36 H -1.152 -1.424 2.874  O35 1.014
37 H -1.354 -1.426 4.358  O35 0.951

Atom charges from the Löwdin analysis, given in e for atoms 1 to 4: -0.10 -0.07 -0.32 -0.18

***

No. 6
The following is a DFT calculation (wB97M-V/def2-TZVPD) of 7 unconnected molecules or ions with the total composition C5H25N2O6 in a non-equilibrium geometry.

The electronic energy comes out at -20848.5169 eV. For the LUMO energy (alpha / beta), the calculation gives 0.00592 / 0.00266 Eh. Its gap between HOMO and LUMO (alpha / beta) is 0.090 / 0.273 Eh. The spin multiplicity is 2. Its net charge is 0.

Each atom is followed by the atoms it is bonded to, with distances in Å.
Geometry (Å):
1 C -2.020 1.598 3.259  C2 1.608, H8 1.160, H9 1.016, H10 1.045
2 C -1.114 0.554 2.437  C1 1.608, C3 1.504, H11 1.326, H12 1.078
3 C -0.961 0.877 0.975  C2 1.504, C4 1.461, H13 1.149, H14 1.221
4 C -0.643 -0.266 0.123  C3 1.461, C5 1.329, N7 1.633
5 C -0.074 -1.393 0.538  C4 1.329, N6 1.438, H15 1.157
6 N 0.496 -2.353 -0.368  C5 1.438, H16 1.045, H17 1.005
7 N -0.901 0.012 -1.465  C4 1.633, H18 1.086, H19 1.025, H20 1.047
8 H -1.675 2.699 3.137  C1 1.160
9 H -2.263 1.175 4.150  C1 1.016
10 H -2.969 1.654 2.826  C1 1.045
11 H 0.030 0.600 3.106  C2 1.326
12 H -1.206 -0.486 2.707  C2 1.078
13 H -0.275 1.784 0.815  C3 1.149
14 H -1.943 1.382 0.453  C3 1.221
15 H -0.013 -1.648 1.665  C5 1.157
16 H 0.403 -3.299 0.067  N6 1.045
17 H 1.497 -2.276 -0.344  N6 1.005
18 H -0.278 -0.773 -1.883  N7 1.086
19 H -1.896 -0.089 -1.691  N7 1.025
20 H -0.424 0.857 -1.858  N7 1.047
21 H 2.098 3.074 2.662  O23 0.943
22 H 0.951 4.016 2.771  O23 0.934
23 O 1.305 3.343 2.229  H21 0.943, H22 0.934
24 H -2.823 3.607 0.657  O26 1.091
25 H -2.741 4.269 -0.696  O26 0.931
26 O -2.479 3.440 -0.364  H24 1.091, H25 0.931
27 H -2.833 -2.625 -2.809  O29 0.950
28 H -1.441 -2.649 -2.280  O29 0.935
29 O -2.147 -2.065 -2.466  H27 0.950, H28 0.935
30 H 3.413 -0.338 0.512  O32 0.983
31 H 2.854 -0.668 -0.991  O32 0.984
32 O 3.625 -0.693 -0.380  H30 0.983, H31 0.984
33 H 2.856 -3.826 -0.060  O35 0.940
34 H 3.472 -2.582 0.444  O35 0.929
35 O 2.880 -3.256 0.687  H33 0.940, H34 0.929
36 H 1.889 -0.727 -4.238  O38 1.006
37 H 1.366 0.593 -3.981  O38 0.917
38 O 1.023 -0.216 -4.243  H36 1.006, H37 0.917

Atom charges from the Löwdin analysis, given in e for atoms 1 to 4: -0.10 -0.25 -0.28 -0.31

***

No. 7
The following is a DFT calculation (wB97M-V/def2-TZVPD) of 7 unconnected molecules or ions with the total composition C5H25N2O6 in a non-equilibrium geometry.

The electronic energy comes out at -20850.7337 eV. For the LUMO energy, the calculation gives -0.09233 Eh. Its gap between HOMO and LUMO is 0.322 Eh. Its net charge is +1.

Each atom is followed by the atoms it is bonded to, with distances in Å.
Geometry (Å):
1 C -0.170 2.008 -1.212  C2 1.552, N7 1.525, H8 1.070, H9 1.086
2 C 1.352 1.750 -1.056  C1 1.552, C3 1.519, H10 1.136, H11 1.136
3 C 1.710 0.389 -0.483  C2 1.519, C6 1.470, H12 1.142, H13 1.163
4 N 0.778 -1.147 2.837  C5 1.400, H14 1.060, H15 0.989
5 C 1.557 -0.697 1.765  N4 1.400, C6 1.357, H16 1.017
6 C 1.019 0.054 0.771  C3 1.470, C5 1.357, H17 1.061
7 N -0.823 0.846 -1.952  C1 1.525, H18 1.021, H19 1.022, H20 1.056
8 H -0.352 2.914 -1.752  C1 1.070
9 H -0.630 2.123 -0.236  C1 1.086
10 H 1.908 1.941 -2.029  C2 1.136
11 H 1.757 2.591 -0.407  C2 1.136
12 H 2.843 0.311 -0.358  C3 1.142
13 H 1.480 -0.437 -1.268  C3 1.163
14 H -0.065 -0.539 3.046  N4 1.060
15 H 1.286 -1.320 3.668  N4 0.989
16 H 2.511 -1.049 1.744  C5 1.017
17 H 0.021 0.398 0.878  C6 1.061
18 H -1.021 0.072 -1.316  N7 1.021
19 H -1.671 1.166 -2.423  N7 1.022
20 H -0.195 0.469 -2.712  N7 1.056
21 H -1.284 -3.472 1.244  O23 0.936
22 H -0.222 -2.414 1.512  O23 0.928
23 O -0.827 -2.736 0.887  H21 0.936, H22 0.928
24 H 1.375 -0.966 -4.060  O26 0.912
25 H 0.346 -1.546 -3.084  O26 0.999
26 O 0.576 -0.768 -3.666  H24 0.912, H25 0.999
27 H -1.755 -1.369 0.380  O29 0.960
28 H -3.048 -0.658 0.201  O29 0.919
29 O -2.141 -0.509 0.199  H27 0.960, H28 0.919
30 H -0.938 -3.136 -2.027  O32 0.964
31 H -0.392 -2.486 -0.794  O32 0.977
32 O -0.513 -2.317 -1.748  H30 0.964, H31 0.977
33 H -1.273 1.396 2.472  O35 0.938
34 H -1.920 0.225 1.754  O35 0.963
35 O -1.609 0.532 2.612  H33 0.938, H34 0.963
36 H 0.696 2.238 2.098  O38 0.990
37 H -0.194 3.458 2.581  O38 1.006
38 O -0.171 2.687 1.935  H36 0.990, H37 1.006

Atom charges from the Löwdin analysis, given in e for atoms 1 to 4: -0.13 -0.18 -0.23 0.04